1.
A molecular structure, C30H36MnN4O5S2Te. Source: OMol25; level of theory: ωB97M-V/def2-TZVPD.

Computed properties:
LUMO (alpha / beta) = -0.0175 / -0.0181 hartree
Kohn-Sham gap (alpha / beta) = 0.2503 / 0.2468 hartree
HOMO (alpha / beta) = -7.287 / -7.207 eV
Energy relative to the best compared isomer or geometry (same formula, charge and spin) = 7.2 kcal per mole

The geometry in ORCA input format:
```
! RIJCOSX wB97M-V def2-TZVPD def2/J DEFGRID3
* xyz 0 2
Mn 0.503 -0.278 -0.936
N 1.568 -1.942 -1.681
C 2.869 -2.111 -1.007
C 3.332 -0.744 -0.542
N 2.273 -0.094 0.231
C 2.095 -0.539 1.616
C 0.979 -1.569 1.756
N -0.151 -1.164 0.903
H 1.003 -2.783 -1.631
H 1.681 -1.747 -2.672
H 3.615 -2.589 -1.645
H 2.717 -2.762 -0.145
H 3.512 -0.108 -1.411
H 4.269 -0.824 0.023
H 2.442 0.918 0.250
H 1.827 0.352 2.188
H 3.026 -0.938 2.035
H 0.688 -1.636 2.810
H 1.304 -2.564 1.449
H -0.527 -0.280 1.263
H -0.902 -1.842 0.957
Te -0.862 1.999 3.186
C -2.617 1.154 4.042
C -3.901 1.607 3.745
C -5.017 0.926 4.219
C -4.868 -0.218 4.990
C -3.591 -0.668 5.300
C -2.476 0.014 4.834
C -1.830 3.784 2.614
C -2.014 4.773 3.577
C -2.679 5.946 3.249
C -3.149 6.142 1.957
C -2.948 5.165 0.994
C -2.293 3.984 1.320
H -4.035 2.512 3.163
H -6.008 1.295 3.983
H -5.739 -0.746 5.358
H -3.461 -1.549 5.917
H -1.487 -0.344 5.098
H -1.641 4.627 4.582
H -2.817 6.712 4.001
H -3.653 7.065 1.699
H -3.271 5.326 -0.027
H -2.092 3.255 0.550
C -4.333 -2.077 1.138
O -5.373 -1.838 0.188
C -5.994 -0.624 0.203
C -7.384 -0.620 0.207
C -8.086 0.573 0.221
C -7.406 1.785 0.236
C -6.024 1.790 0.201
C -5.315 0.595 0.159
N -3.894 0.653 0.108
C -3.068 0.212 -0.823
C -3.285 -0.318 -2.087
C -4.547 -0.323 -2.759
C -4.645 -0.645 -4.071
C -3.468 -0.983 -4.793
C -2.248 -1.007 -4.197
C -2.084 -0.706 -2.803
O -0.937 -0.849 -2.278
H -4.466 -3.096 1.497
H -4.396 -1.385 1.980
H -3.355 -1.992 0.661
H -7.892 -1.575 0.217
H -9.167 0.555 0.233
H -7.950 2.719 0.259
H -5.471 2.721 0.176
H -3.453 1.171 0.861
H -2.031 0.379 -0.565
H -5.435 -0.025 -2.216
H -5.602 -0.625 -4.574
H -3.547 -1.223 -5.847
H -1.352 -1.260 -4.749
O -0.496 1.377 -0.235
S 0.490 2.406 -0.789
O 1.286 1.546 -1.730
O -0.200 3.491 -1.436
S 1.606 3.013 0.743
*
```


2.
A single C30H36N4O3 molecule. Source: OMol25; level of theory: ωB97M-V/def2-TZVPD.

Computed properties:
LUMO = 0.0145 hartree
SMILES string = Cc1cccc(N2CCN(C(=O)c3ccc(CNc4c(N5CCC(C)CC5)c(=O)c4=O)cc3)CC2)c1C
Kohn-Sham gap = 0.3054 hartree
HOMO = -7.916 eV

The geometry in ORCA input format:
```
! RIJCOSX wB97M-V def2-TZVPD def2/J DEFGRID3
* xyz 0 1
C -3.913 -1.330 -6.814
C -3.554 -0.096 -6.041
C -4.499 0.906 -5.867
C -4.183 2.058 -5.174
C -2.926 2.207 -4.620
C -1.968 1.209 -4.768
C -2.273 0.059 -5.510
C -1.222 -0.980 -5.766
H -0.237 -0.567 -5.569
H -1.262 -1.310 -6.802
H -1.369 -1.856 -5.133
N -0.670 1.338 -4.227
C -0.144 2.673 -4.039
H -0.402 3.285 -4.904
C 1.378 2.566 -3.922
N 1.740 1.697 -2.822
C 2.382 2.209 -1.747
O 2.677 3.389 -1.657
C 2.768 1.230 -0.683
C 3.622 0.171 -0.969
C 3.992 -0.710 0.027
C 3.523 -0.549 1.324
C 2.710 0.537 1.616
C 2.337 1.423 0.621
H 1.699 2.264 0.850
H 2.348 0.694 2.623
C 3.880 -1.578 2.373
N 2.873 -1.743 3.403
C 1.604 -2.037 3.030
C 0.374 -2.137 3.689
N -0.056 -2.107 4.956
C 0.794 -1.790 6.079
H 1.834 -1.992 5.819
C 0.585 -0.334 6.502
H 1.215 -0.105 7.363
C -0.889 -0.102 6.847
C -1.138 1.353 7.233
H -2.182 1.504 7.494
H -0.526 1.633 8.087
H -0.894 2.015 6.404
C -1.759 -0.511 5.655
H -2.815 -0.415 5.910
C -1.468 -1.955 5.238
H -2.038 -2.222 4.349
H -1.733 -2.639 6.052
H -1.554 0.150 4.810
H -1.147 -0.739 7.701
H 0.872 0.329 5.682
H 0.516 -2.450 6.908
C -0.336 -2.394 2.421
O -1.501 -2.482 2.106
C 1.010 -2.366 1.728
O 1.430 -2.552 0.607
H 2.998 -1.193 4.240
H 4.822 -1.313 2.863
H 4.012 -2.543 1.874
H 4.634 -1.546 -0.206
H 3.988 0.034 -1.976
C 1.143 0.385 -2.911
H 1.369 -0.201 -2.020
C -0.375 0.518 -3.067
H -0.822 -0.468 -3.185
H -0.787 0.973 -2.148
H 1.551 -0.128 -3.790
H 1.822 3.544 -3.735
H 1.783 2.145 -4.849
H -0.533 3.156 -3.126
H -2.695 3.100 -4.059
H -4.921 2.838 -5.052
H -5.488 0.784 -6.285
H -3.356 -1.375 -7.750
H -4.974 -1.336 -7.051
H -3.679 -2.226 -6.242
*
```


3.
A molecular structure, C30H37BBrIN9OPRhSe at a distorted geometry. Source: OMol25; level of theory: ωB97M-V/def2-TZVPD.

Computed properties:
LUMO (alpha / beta) = -0.2650 / -0.3097 hartree
Kohn-Sham gap (alpha / beta) = 0.2398 / 0.1951 hartree
HOMO (alpha / beta) = -13.736 / -13.736 eV
Energy relative to the best compared isomer or geometry (same formula, charge and spin) = 24.3 kcal per mole

The geometry in ORCA input format:
```
! RIJCOSX wB97M-V def2-TZVPD def2/J DEFGRID3
* xyz 2 2
Rh -0.045 0.285 0.761
C -3.737 0.346 0.614
C -2.852 1.102 -0.313
C -3.352 1.901 -1.332
C -2.259 2.433 -1.977
N -1.159 1.950 -1.405
N -1.490 1.145 -0.365
B 0.317 2.401 -1.533
N 1.137 1.119 -1.787
C 1.954 0.859 -2.814
C 2.640 -0.303 -2.526
C 2.195 -0.704 -1.268
C 2.688 -1.888 -0.514
N 1.281 0.179 -0.828
N 0.671 2.982 -0.127
C 0.817 4.264 0.224
C 1.037 4.340 1.579
C 0.989 3.027 2.027
C 1.237 2.575 3.418
N 0.752 2.200 0.994
N 0.526 3.357 -2.667
C 1.434 4.351 -2.865
C 1.372 4.721 -4.180
C 0.392 3.875 -4.747
C -0.065 3.821 -6.164
N -0.099 3.049 -3.841
H -4.720 0.264 0.154
H -3.882 0.878 1.549
H -3.368 -0.657 0.830
H -4.389 2.062 -1.566
H -2.180 3.088 -2.825
H 2.003 1.520 -3.661
H 3.385 -0.792 -3.127
H 3.590 -2.262 -0.994
H 1.954 -2.695 -0.508
H 2.933 -1.633 0.515
H 0.754 5.045 -0.511
H 1.233 5.219 2.165
H 1.977 3.226 3.881
H 1.631 1.563 3.433
H 0.337 2.627 4.031
H 2.084 4.701 -2.084
H 1.928 5.501 -4.666
H 0.029 4.796 -6.638
H -1.103 3.501 -6.222
H 0.539 3.115 -6.737
C -0.391 -3.510 -1.762
P -1.360 -2.063 -1.346
C -1.251 -0.959 -2.754
C -3.068 -2.576 -1.201
O -0.810 -1.441 -0.069
H -0.695 -3.905 -2.731
H -0.519 -4.279 -1.004
H 0.661 -3.227 -1.810
H -1.572 -1.483 -3.653
H -0.223 -0.618 -2.888
H -1.895 -0.090 -2.611
H -3.353 -3.124 -2.100
H -3.718 -1.709 -1.104
H -3.190 -3.224 -0.336
Se -1.564 0.436 2.729
C -0.960 0.306 4.519
C 0.329 0.200 5.042
C 0.466 0.129 6.415
N -0.554 0.174 7.268
C -1.772 0.281 6.770
C -2.040 0.345 5.406
H 1.211 0.196 4.426
H 1.450 0.042 6.858
H -2.585 0.320 7.484
H -3.059 0.415 5.052
Br -1.434 -4.757 2.251
C 0.366 -5.046 1.757
C 0.721 -6.325 1.347
C 2.037 -6.610 1.022
C 3.012 -5.629 1.127
C 2.667 -4.352 1.539
C 1.343 -4.059 1.833
I 0.886 -2.157 2.578
H -0.036 -7.095 1.301
H 2.302 -7.610 0.710
H 4.044 -5.857 0.904
H 3.432 -3.595 1.652
*
```